# 1
ORCA calculation (ωB97M-V/def2-TZVPD) on a structure of composition C19H26N3O2PPbS4.

```
56
Properties=species:S:1:pos:R:3:forces:R:3:nbo_charge:R:1
Pb -0.2753 0.5843 0.4842 0.0 -0.4 -0.2 0.9300
S -0.1582 0.9786 3.1503 0.0 0.2 0.2 -0.2864
C 0.0160 2.7131 3.2171 0.1 -0.1 -0.5 -0.2832
C -0.0192 3.2440 4.5409 -0.1 0.2 0.4 0.2914
N -0.0631 3.6485 5.6197 0.0 0.0 0.0 -0.3782
C 0.1683 3.5860 2.1738 0.0 -0.5 0.1 -0.2966
S 0.2749 3.2058 0.4693 0.0 0.2 0.1 -0.3101
C 0.2423 4.9747 2.4808 0.0 0.5 0.1 0.2935
N 0.2843 6.1009 2.7272 0.0 -0.1 -0.1 -0.3851
C 1.4134 1.6282 -2.6570 0.0 0.0 0.1 -0.4230
N 0.7468 0.4041 -2.2507 0.1 0.1 -0.1 -0.4408
C -0.2782 0.0154 -3.2011 0.0 0.0 0.1 -0.4186
C 1.6994 -0.6745 -2.0318 0.0 0.0 0.1 -0.2550
C 2.5864 -0.4438 -0.8290 0.0 -0.1 0.0 0.0203
C 3.9481 -0.7155 -0.9400 0.0 0.1 0.0 -0.2599
C 4.7790 -0.6133 0.1663 0.1 0.0 0.0 -0.2458
C 4.2388 -0.2412 1.3884 0.0 0.0 -0.1 -0.2362
C 2.8830 0.0567 1.4787 -0.1 0.0 0.1 -0.2297
C 2.0218 -0.0318 0.3858 0.0 0.1 0.0 -0.4079
H 1.8898 1.5307 -3.6496 0.0 0.0 0.0 0.1488
H 2.1785 1.8894 -1.9249 0.0 0.0 0.0 0.2257
H 0.6889 2.4438 -2.6945 0.0 0.0 0.0 0.2032
H 0.1533 -0.2696 -4.1779 0.0 0.0 0.0 0.1497
H -0.9662 0.8469 -3.3602 0.0 0.0 0.0 0.1969
H -0.8488 -0.8263 -2.8037 0.0 0.0 0.0 0.2327
H 2.3171 -0.8367 -2.9356 0.0 0.0 0.0 0.1507
H 1.1236 -1.5909 -1.8628 0.0 0.0 0.0 0.2164
H 4.3618 -1.0060 -1.9022 0.0 0.0 0.0 0.1845
H 5.8402 -0.8182 0.0716 0.0 0.0 0.0 0.1884
H 4.8679 -0.1813 2.2702 0.0 0.0 0.0 0.1925
H 2.4774 0.3570 2.4413 0.0 0.0 0.0 0.2173
C -3.9639 -1.8270 -3.2362 0.0 -0.1 0.2 -0.6457
C -5.1522 -2.5419 -2.6077 0.1 -0.2 -0.2 0.1294
C -5.6522 -3.6556 -3.5231 0.0 0.0 0.1 -0.6270
O -4.9352 -3.0861 -1.3040 0.0 0.2 0.0 -0.8473
P -3.6122 -3.6798 -0.5737 0.0 -0.2 -0.5 1.6248
S -4.3248 -4.6463 0.9812 0.2 0.0 0.0 -0.7173
S -2.1831 -2.3153 -0.3666 -0.2 -0.3 0.0 -0.7563
O -3.2000 -4.7386 -1.7838 0.0 0.1 0.3 -0.8618
C -1.9883 -5.4960 -1.8969 0.2 0.0 -0.1 0.1308
C -1.3514 -5.9279 -0.5792 -0.3 0.1 0.0 -0.6551
C -0.9803 -4.7489 -2.7671 -0.1 -0.1 0.1 -0.6361
H -4.2610 -1.4122 -4.2040 0.0 0.0 0.0 0.1889
H -3.1474 -2.5339 -3.3847 0.1 0.0 0.0 0.2199
H -3.6016 -1.0262 -2.5966 0.0 0.0 0.0 0.2401
H -5.9602 -1.8182 -2.4586 0.0 0.0 0.0 0.1657
H -4.8514 -4.3792 -3.6775 0.0 0.0 0.0 0.2220
H -5.9618 -3.2444 -4.4872 0.0 0.0 0.0 0.1842
H -6.4980 -4.1670 -3.0614 0.0 0.0 0.0 0.2097
H -2.2982 -6.4031 -2.4299 0.0 0.0 0.0 0.1569
H -0.9920 -5.0604 -0.0282 0.0 0.0 0.1 0.2393
H -0.5053 -6.5896 -0.7834 0.0 0.0 -0.1 0.1900
H -2.0769 -6.4486 0.0432 0.0 0.0 0.0 0.2337
H -0.6248 -3.8660 -2.2367 0.0 0.0 0.0 0.2377
H -1.4413 -4.4369 -3.7073 0.0 0.0 0.0 0.1990
H -0.1334 -5.4036 -2.9894 0.0 0.0 0.0 0.1888
```
Forces are in eV/Å.

Energy above the lowest of the compared OMol25 structures with the same formula, charge and spin: 9.84 kJ/mol
Charge: -2
Kohn-Sham gap: 6.52 eV
Highest occupied orbital energy: -2.02 eV

***

# 2
ORCA calculation (ωB97M-V/def2-TZVPD) on the ion C19H26N3OS with charge +1.

```
50
Properties=species:S:1:pos:R:3:forces:R:3:nbo_charge:R:1
O -2.4525 -0.2866 -0.7291 -0.1 -0.5 -0.2 -0.6229
C -2.0801 -1.4165 -0.3612 -4.4 1.4 0.1 0.6678
C -3.5018 -2.4043 -0.0367 0.7 5.9 4.6 -0.2740
N -4.6340 -1.4453 -0.3031 8.4 1.7 0.5 -0.5611
C -5.3870 -0.9059 0.6761 -0.3 -1.6 11.9 -0.2462
C -6.3499 0.1813 0.6787 -2.7 1.1 -3.6 -0.3579
C -7.7200 0.1436 0.2781 -1.0 0.5 1.5 -0.1658
C -8.3689 1.4455 -0.0952 6.1 -5.5 1.6 -0.2488
C -7.2327 2.1997 -0.2248 -11.3 7.8 -4.6 -0.5305
S -5.8720 1.8046 0.2274 8.6 -2.8 2.7 0.6374
N -0.8889 -1.8448 -0.1587 -6.6 -7.6 3.3 -0.5169
C 0.2840 -1.4040 -0.3749 1.5 3.2 -2.2 0.0258
C 0.4517 -0.2949 -1.0694 -4.0 6.7 -1.8 -0.2032
C 1.6436 0.2863 -1.0372 3.6 3.2 -1.4 -0.2374
C 2.7523 -0.4837 -0.5378 3.3 5.0 -5.0 0.2120
N 4.0790 0.1330 -1.0260 -2.4 -3.2 3.8 -0.4171
C 4.2967 1.4606 -1.5287 0.8 0.9 2.0 -0.2043
C 4.1627 2.6300 -0.4711 1.7 -9.8 5.0 -0.3954
C 5.1665 2.2579 0.7049 -5.8 0.8 3.4 -0.4023
C 4.6914 1.0207 1.7556 1.4 -2.4 -13.8 -0.3259
C 5.4268 -0.1612 1.1760 -6.6 -2.3 8.9 -0.4056
C 5.1280 -0.4154 -0.1225 3.4 -0.7 -9.4 -0.2499
C 2.6210 -1.8080 -0.1296 5.3 5.2 -0.7 -0.2910
C 1.3771 -1.9545 0.0068 -3.6 -12.1 5.9 -0.0872
H -3.4731 -3.0817 -0.7384 -0.2 -4.4 -2.9 0.2253
H -3.6004 -2.5021 1.0862 0.6 -1.2 -1.5 0.2571
H -5.1742 -1.5151 -1.0095 -4.3 -2.0 -7.0 0.4089
H -3.8476 -0.6603 -0.6607 -0.6 0.3 0.1 0.4575
H -4.5636 -0.5967 1.5893 -1.9 -0.7 -2.3 0.2073
H -5.8928 -1.8621 1.3073 0.9 2.4 -1.7 0.2234
H -8.3946 -0.7135 0.4054 0.7 -0.1 -0.1 0.2236
H -9.3514 1.3286 -0.3356 -2.5 1.1 -0.9 0.2479
H -7.5492 3.2407 -0.6956 1.8 -1.7 1.2 0.2830
H -0.9819 -2.8317 0.2752 0.9 1.9 -0.9 0.4201
H -0.4491 0.4539 -1.3462 2.0 -2.4 0.3 0.2501
H 1.8067 1.4634 -1.5752 -0.5 -4.1 1.9 0.2402
H 5.3924 1.3869 -1.8756 -1.8 0.7 0.1 0.2192
H 3.5944 1.8431 -2.2294 -0.3 -0.9 -1.6 0.2043
H 4.5669 3.2983 -0.9488 3.2 8.2 -4.6 0.1931
H 3.2585 2.7117 0.0212 -2.2 0.6 0.2 0.2053
H 6.1360 2.1014 0.6263 4.6 -0.8 -1.9 0.1860
H 5.1934 3.0045 1.5127 -0.4 0.9 -0.8 0.1966
H 5.0146 1.4077 2.4724 4.6 4.7 11.8 0.1752
H 3.7210 1.0364 1.6405 -5.1 -0.5 0.0 0.1828
H 6.3414 -0.2703 1.6542 2.1 -0.2 -0.2 0.2448
H 4.7466 -1.0632 1.6847 1.8 1.4 0.0 0.1427
H 5.2473 -1.4686 -0.4339 -0.3 0.2 0.5 0.2065
H 6.0720 -0.0424 -0.5785 -0.3 0.0 -0.9 0.2041
H 3.4683 -2.2768 0.2621 0.6 -1.4 0.4 0.2574
H 1.1255 -3.1301 0.5924 0.4 3.1 -1.5 0.1382
```
Forces are in eV/Å.

Energy above the lowest of the compared OMol25 structures with the same formula, charge and spin: 1606.45 kJ/mol
Charge: +1
Structure (SMILES): O=C(C[NH2+]Cc1cccs1)Nc1ccc(N2CCCCCC2)cc1
Kohn-Sham gap: 7.66 eV
Highest occupied orbital energy: -10.14 eV

***

# 3
ORCA calculation (ωB97M-V/def2-TZVPD) on an isolated molecule of C19H26N4O3S.

```
53
Properties=species:S:1:pos:R:3:forces:R:3:nbo_charge:R:1
C -4.8794 -1.5898 -2.0955 -0.2 -0.1 -0.1 -0.2501
O -3.8355 -0.9897 -1.3709 0.2 0.3 0.4 -0.5209
C -4.1040 -0.4927 -0.1200 0.0 -0.1 -0.1 0.3445
C -5.3338 -0.6120 0.5041 0.0 -0.1 -0.2 -0.3008
C -5.5554 -0.0530 1.7545 0.0 0.1 0.1 -0.2187
C -4.5390 0.6275 2.3897 -0.2 0.0 0.1 -0.2240
C -3.2987 0.7376 1.7829 0.1 -0.1 -0.1 -0.2406
C -3.0478 0.1861 0.5306 -0.2 -0.1 0.0 0.0998
N -1.8259 0.3500 -0.1268 0.1 0.1 -0.2 -0.4443
C -0.9282 1.3916 0.3202 0.2 0.2 -0.2 -0.2381
C 0.0441 1.7321 -0.8190 -0.2 0.2 0.2 -0.2170
N 0.8077 0.5921 -1.2994 0.2 0.1 -0.1 -0.4498
C 1.8870 0.1770 -0.4056 0.1 0.0 0.0 -0.0840
C 2.7283 -0.9472 -1.0602 0.1 0.4 0.0 -0.2495
N 2.4267 -2.2768 -0.6065 0.4 -0.6 0.5 -0.8740
S 3.3946 -2.9726 0.5384 -0.4 0.0 0.2 2.3150
C 3.0842 -2.0918 2.0949 0.2 -0.5 -0.8 -0.8751
O 4.7511 -2.7240 0.1620 0.1 0.3 0.0 -0.9423
O 2.9297 -4.3166 0.6910 -0.3 0.0 0.1 -0.9421
C 2.7951 1.3486 -0.1347 0.1 0.1 0.1 -0.0650
C 3.3975 2.0410 -1.1818 0.0 0.0 0.2 -0.1676
C 4.2578 3.0845 -0.8916 -0.1 -0.1 0.0 -0.2463
C 4.4883 3.3991 0.4409 0.1 0.1 -0.2 0.0316
N 3.9159 2.7560 1.4422 0.2 0.2 0.5 -0.4093
C 3.0934 1.7623 1.1581 -0.2 -0.3 -0.3 0.0271
C -0.1315 -0.4527 -1.6734 -0.2 -0.1 0.2 -0.2253
C -1.1000 -0.8313 -0.5477 0.1 -0.2 -0.2 -0.2385
H -5.2459 -2.4975 -1.6039 0.0 0.1 0.0 0.1759
H -5.7135 -0.8979 -2.2497 0.0 0.0 0.0 0.1790
H -4.4497 -1.8549 -3.0608 -0.1 0.0 0.1 0.1997
H -6.1442 -1.1298 0.0160 0.0 -0.1 -0.1 0.2165
H -6.5252 -0.1526 2.2174 -0.1 0.0 0.0 0.2135
H -4.6989 1.0683 3.3620 0.0 0.0 0.1 0.2133
H -2.5105 1.2590 2.3030 0.1 0.0 0.0 0.2135
H -1.5086 2.2838 0.5603 0.1 0.0 0.1 0.2196
H -0.3571 1.0949 1.2175 -0.1 0.0 0.0 0.1632
H 0.7274 2.5183 -0.4944 -0.1 0.0 0.0 0.2128
H -0.5353 2.1048 -1.6681 0.0 0.1 0.1 0.2041
H 1.5093 -0.1996 0.5625 0.1 0.0 -0.1 0.1768
H 2.6128 -0.8858 -2.1465 0.1 0.0 0.1 0.2167
H 3.7872 -0.8157 -0.8275 -0.1 0.2 -0.2 0.2454
H 1.4622 -2.5543 -0.5542 -0.2 -0.2 0.1 0.4041
H 2.0258 -2.1337 2.3151 -0.2 0.0 0.0 0.2339
H 3.6450 -2.6134 2.8593 0.1 -0.1 0.1 0.2547
H 3.4428 -1.0764 1.9928 0.0 0.2 0.0 0.2369
H 3.1770 1.7619 -2.2004 0.0 0.0 -0.2 0.2271
H 4.7409 3.6416 -1.6790 0.1 0.1 -0.1 0.2217
H 5.1547 4.2031 0.7227 0.1 0.1 -0.1 0.1945
H 2.6432 1.2773 2.0171 -0.1 -0.1 0.0 0.1848
H 0.4067 -1.3333 -2.0221 0.0 0.0 -0.1 0.1933
H -0.7198 -0.0603 -2.5077 0.0 -0.1 0.0 0.2125
H -1.8037 -1.5759 -0.9122 0.1 0.0 0.1 0.2387
H -0.5444 -1.2674 0.3041 -0.1 0.0 0.0 0.1531
```
Forces are in eV/Å.

Energy above the lowest of the compared OMol25 structures with the same formula, charge and spin: 362.89 kJ/mol
Structure (SMILES): COc1ccccc1N1CCN([C@@H](CNS(C)(=O)=O)c2cccnc2)CC1
Kohn-Sham gap: 8.45 eV
Highest occupied orbital energy: -7.91 eV